Record 1
This record from OMol25 describes a molecular structure, C38H40CaN10O8S. The level of theory is the ωB97M-V functional and the def2-TZVPD basis.

Output
* ΔE to the lowest compared entry with this formula, charge and spin: 168.1 kJ/mol
* LUMO level: -0.9120 eV
* net charge: 0
* HOMO-LUMO gap: 6.798 eV

CARTESIAN COORDINATES (ANGSTROEM)
1 O -0.650 -1.597 -2.143
2 H 4.247 0.081 -5.782
3 N -2.773 -0.265 0.516
4 C 2.683 -2.937 1.231
5 H 6.924 -1.218 -3.809
6 C -4.901 0.820 0.429
7 H -5.455 1.742 0.493
8 H -1.798 0.408 -3.109
9 H 2.954 -3.329 -2.098
10 H -2.757 -2.302 0.300
11 C -2.109 1.355 -2.659
12 H -0.029 4.823 -3.017
13 C 2.533 -3.029 -1.147
14 N 2.039 0.206 -1.617
15 N 0.775 -2.026 0.115
16 H 5.316 -1.605 -4.496
17 H -1.186 5.284 2.938
18 O 1.633 -1.872 3.524
19 H 3.183 6.194 0.556
20 C 4.881 0.826 -5.274
21 C 0.500 -1.927 -2.231
22 C -0.779 3.328 2.152
23 C -2.898 4.637 4.885
24 H 3.188 -3.107 2.167
25 H -5.218 -2.498 0.010
26 O 1.124 -1.941 -3.426
27 N -3.456 5.352 5.589
28 H 1.681 4.840 -0.820
29 H 4.737 2.191 -3.606
30 C -1.356 3.258 -1.450
31 C -1.672 2.476 -4.696
32 H -3.004 1.748 0.775
33 Ca -0.218 0.209 0.827
34 C -2.243 3.749 4.010
35 H -0.484 3.751 -1.017
36 H -2.032 0.453 3.344
37 C 3.211 -3.351 0.020
38 H -1.309 5.048 -4.235
39 C 1.313 -2.358 -1.052
40 C 3.606 3.232 2.069
41 C -5.555 -0.388 0.202
42 C -1.380 4.221 3.023
43 H 0.926 2.713 -2.649
44 C 3.802 4.569 1.810
45 C 1.462 -2.266 1.222
46 N 4.004 0.289 -3.084
47 H -2.871 1.154 -1.902
48 H -3.475 4.144 -3.845
49 H -3.130 2.000 4.880
50 C 0.867 -1.718 2.459
51 N -0.943 1.976 -2.023
52 C 2.722 2.464 1.331
53 O -0.250 -1.247 2.512
54 C -0.993 1.945 2.208
55 H 5.114 1.638 -5.965
56 H -3.825 3.294 -2.314
57 H -0.119 3.740 1.398
58 N -2.690 2.212 -3.690
59 C 2.031 3.019 0.267
60 C -3.527 0.825 0.577
61 C 5.261 -0.348 -2.726
62 H -7.532 0.167 0.770
63 H 4.139 -3.901 -0.016
64 H 1.264 -1.390 4.280
65 N -1.922 4.147 -2.456
66 H -2.094 3.123 -5.469
67 H 4.498 5.151 2.395
68 C -3.388 -1.421 0.322
69 C -2.462 2.375 4.117
70 H -2.093 3.087 -0.663
71 C -4.763 -1.531 0.163
72 N -0.493 3.119 -4.120
73 H 5.065 -1.186 -2.055
74 O 5.768 1.885 2.740
75 N 3.483 0.775 2.799
76 H -7.417 -1.446 0.044
77 H -7.293 0.001 -0.961
78 C 0.036 2.241 -3.078
79 S 4.414 2.072 3.195
80 C -1.839 1.512 3.236
81 C 2.990 0.290 -2.258
82 O 4.244 2.415 4.578
83 C -7.035 -0.428 0.007
84 O 6.114 0.245 -4.919
85 H 0.322 1.288 -3.531
86 C 2.648 1.053 1.846
87 C 2.214 4.369 -0.002
88 H 2.070 -2.116 -3.338
89 C -3.064 3.482 -3.076
90 C -0.909 4.366 -3.480
91 H 1.380 2.394 -0.333
92 C 5.931 -0.822 -4.021
93 H 3.158 1.744 -4.318
94 C 3.072 5.141 0.772
95 H -1.374 1.528 -5.152
96 O 1.815 0.239 1.375
97 H 5.922 0.368 -2.220
98 C 4.148 1.373 -4.044

These are the Löwdin partial charges, in e, on atoms 1 to 2:
1. O 0.12
2. H 0.13


Record 2
This record from OMol25 describes a molecular structure, C25H18BrN5O5PbS. The level of theory is the ωB97M-V functional and the def2-TZVPD basis.

Output
* ΔE to the lowest compared entry with this formula, charge and spin: 0.0 kJ/mol
* LUMO level: -2.4576 eV
* net charge: 0
* HOMO-LUMO gap: 5.329 eV

CARTESIAN COORDINATES (ANGSTROEM)
1 C -1.092 -4.518 1.159
2 H 2.628 -1.540 -4.657
3 C -1.931 1.685 -3.427
4 N 0.715 0.572 1.564
5 C -1.117 -3.849 2.372
6 C -1.461 2.132 5.144
7 C 1.264 0.976 2.795
8 C 2.162 -0.640 -1.421
9 C -0.127 2.994 -4.219
10 H -2.829 -0.236 -3.507
11 C 1.350 1.747 5.056
12 H -0.797 -5.559 1.121
13 C 0.596 1.520 3.829
14 H 0.465 3.427 -5.020
15 H -0.854 -4.330 3.302
16 C 4.530 -0.821 -1.930
17 C 2.894 -1.262 -3.647
18 O -0.061 -0.197 -0.778
19 C -0.701 2.255 6.241
20 Br -1.555 -1.573 4.004
21 H 3.752 -0.263 -0.031
22 H 4.991 -1.360 -3.963
23 N -1.855 -1.854 1.271
24 S 0.000 3.058 -0.343
25 H -1.162 2.498 7.191
26 C -3.125 0.809 -3.620
27 N -1.530 1.960 -2.182
28 O 0.627 -1.184 -3.251
29 Pb -1.938 1.171 0.216
30 C -0.441 2.742 -1.995
31 O -1.531 1.946 2.818
32 C 0.740 2.088 6.197
33 H 2.422 1.594 5.021
34 H -3.877 1.003 -2.859
35 C -1.501 -2.517 2.345
36 C 4.203 -1.163 -3.247
37 H -1.529 2.000 -5.520
38 N 0.275 3.276 -2.985
39 C -2.222 -1.731 -1.151
40 O -2.926 -0.700 -0.970
41 C -0.864 1.862 3.834
42 O -1.787 -2.167 -2.224
43 H 2.331 0.791 2.887
44 C 3.521 -0.559 -1.042
45 H -3.549 0.961 -4.611
46 H -0.104 -1.285 -2.604
47 H -2.532 2.279 5.157
48 C -1.225 2.206 -4.504
49 H -1.430 -4.299 -0.972
50 N 1.620 0.185 0.807
51 C 1.125 -0.233 -0.500
52 C -1.446 -3.839 0.005
53 H 5.564 -0.748 -1.621
54 C -1.832 -2.511 0.105
55 C 1.844 -1.026 -2.747
56 H 1.312 2.227 7.104

These are the natural (NBO) partial charges, in e, on atoms 1 to 2:
1. C -0.15
2. H 0.23


Record 3
This record from OMol25 describes 2 unconnected molecules or ions with the total composition C5H10O. The level of theory is the ωB97M-V functional and the def2-TZVPD basis.

Output
* ΔE to the lowest compared entry with this formula, charge and spin: 405.7 kJ/mol
* LUMO level: 0.7896 eV
* net charge: 0
* HOMO-LUMO gap: 9.546 eV

CARTESIAN COORDINATES (ANGSTROEM)
1 H 0.078 1.694 -0.633
2 H -2.544 0.758 0.330
3 H 1.824 -0.224 1.813
4 C -1.321 -1.062 -0.267
5 H -1.441 -1.453 0.749
6 H -2.066 0.673 -1.383
7 H -1.745 -1.778 -0.975
8 H 0.389 -0.623 -1.574
9 O 2.888 0.705 0.464
10 C 0.128 -0.592 -0.511
11 H 0.913 -1.101 0.060
12 H 2.035 0.684 -0.019
13 C 2.876 0.154 1.649
14 C -0.313 0.833 -0.076
15 H -0.151 1.002 0.995
16 C -1.771 0.411 -0.362

These are the natural (NBO) partial charges, in e, on atoms 1 to 2:
1. H 0.21
2. H 0.21


Record 4
This record from OMol25 describes 2 unconnected molecules or ions with the total composition C28H37. The level of theory is the ωB97M-V functional and the def2-TZVPD basis.

Output
* LUMO level: -5.7600 eV
* net charge: +1
* HOMO-LUMO gap: 5.605 eV

CARTESIAN COORDINATES (ANGSTROEM)
1 H 2.935 -4.548 8.072
2 H 1.865 2.183 0.769
3 C -2.857 -1.437 2.203
4 H 1.658 2.905 2.341
5 H -0.529 -2.550 3.341
6 H 4.120 -1.063 11.354
7 H -0.419 -0.818 3.365
8 H 5.867 1.059 6.615
9 H -1.392 -2.520 1.015
10 H 2.405 -4.865 10.450
11 H -0.365 3.210 0.815
12 H 7.025 3.045 5.855
13 H 6.929 1.589 1.848
14 C -2.567 2.423 2.438
15 C 5.013 -1.026 5.113
16 C -0.208 2.308 1.420
17 H 0.925 -0.232 0.588
18 H -4.032 -0.089 3.446
19 H -2.580 0.842 0.966
20 C 6.089 1.160 5.569
21 C 1.079 -1.746 2.122
22 H 1.134 -2.570 1.400
23 H 4.682 -1.735 4.376
24 C 3.829 -2.611 8.340
25 C 3.193 -3.784 8.787
26 H 3.798 -3.163 6.256
27 C 5.701 0.149 4.667
28 H 4.648 -0.733 9.004
29 H -3.045 -2.244 2.924
30 H 2.990 -3.125 12.086
31 H 2.308 -0.203 4.047
32 H -3.102 2.668 3.366
33 C 3.865 -1.825 10.634
34 C 6.683 1.464 2.889
35 H -3.605 -1.587 1.412
36 C -1.052 2.396 2.692
37 C -3.100 -0.072 2.864
38 H -0.574 1.486 0.799
39 H -2.791 3.253 1.755
40 C -1.440 -1.612 1.632
41 H -0.802 1.553 3.345
42 C 1.286 2.100 1.697
43 H -1.221 -0.796 0.937
44 C 1.558 -0.446 1.455
45 C 4.108 -2.405 6.950
46 H -2.324 0.105 3.615
47 C 2.010 0.719 3.589
48 C -0.342 -1.681 2.696
49 H 7.554 3.329 3.468
50 C 4.755 -1.297 6.443
51 H 5.122 -0.587 7.154
52 H 1.788 -2.025 2.911
53 C -3.133 1.111 1.871
54 H -4.162 1.261 1.514
55 H 5.751 -0.433 2.598
56 H -0.746 3.284 3.261
57 H 2.563 -0.586 1.040
58 C 6.020 0.332 3.307
59 C 2.898 -3.962 10.120
60 C 4.160 -1.641 9.305
61 C 6.747 2.286 5.141
62 C 3.229 -2.984 11.044
63 C 1.602 0.774 2.330
64 H 2.091 1.608 4.184
65 C 7.044 2.440 3.801

These are the natural (NBO) partial charges, in e, on atoms 1 to 2:
1. H 0.23
2. H 0.21


Record 5
This record from OMol25 describes a molecular structure, C34H36BN8PdS. The level of theory is the ωB97M-V functional and the def2-TZVPD basis.

Output
* ΔE to the lowest compared entry with this formula, charge and spin: 0.0 kJ/mol
* LUMO level: 2.6971 eV
* net charge: -1
* HOMO-LUMO gap: 6.149 eV

CARTESIAN COORDINATES (ANGSTROEM)
1 H -2.226 -0.286 -0.631
2 C -0.506 -4.013 -0.215
3 H -0.013 -0.163 -3.200
4 C 2.686 -0.790 3.135
5 H 4.384 -1.320 4.286
6 H -2.975 4.101 -1.133
7 H 4.699 0.516 -2.740
8 H 2.747 -4.552 -0.156
9 C 2.448 1.819 -4.382
10 C -0.654 2.528 -0.393
11 C -1.734 0.548 3.425
12 H -2.163 1.515 -2.549
13 H -3.808 2.529 -1.100
14 C 1.806 0.899 -3.556
15 H -3.699 2.504 5.378
16 C 0.718 0.150 3.467
17 C -2.804 2.026 4.997
18 N 0.716 -0.301 2.230
19 C 1.797 2.367 -5.478
20 C -1.107 -2.745 -0.365
21 H -3.834 0.960 3.441
22 H -1.777 -0.114 2.569
23 H -1.500 2.966 6.419
24 C -2.341 3.249 1.271
25 C 2.490 0.311 -2.390
26 C -0.424 1.671 5.091
27 C 1.884 -4.707 0.493
28 H -4.524 0.237 -1.360
29 H 3.463 2.122 -4.151
30 C -2.916 -1.091 -0.891
31 H 0.131 2.433 -2.283
32 C -4.207 -0.797 -1.297
33 H 6.028 -0.811 -0.816
34 B 2.194 -1.612 0.679
35 C -4.674 -3.135 -1.527
36 C -2.879 1.158 3.914
37 H 4.788 -0.737 2.674
38 C -0.491 0.798 4.008
39 C -1.982 2.572 -2.312
40 H 0.540 1.892 5.534
41 C 5.155 -0.874 -0.166
42 N 2.666 -0.719 -0.519
43 N -0.237 -1.792 -0.072
44 H -3.063 -4.462 -1.049
45 H -3.367 3.002 1.547
46 C -3.380 -3.428 -1.118
47 H -1.190 0.812 -5.153
48 C 4.074 -1.334 3.241
49 C 0.487 0.544 -3.851
50 C -2.481 -2.414 -0.794
51 H 2.227 -4.605 1.524
52 C 3.869 0.182 -2.138
53 H -6.104 -1.584 -1.939
54 H 4.139 -2.359 2.874
55 C -2.828 3.010 -1.126
56 C 3.938 -0.486 -0.936
57 C 0.784 -3.746 0.183
58 C -1.572 2.280 5.583
59 S 0.699 2.796 0.621
60 C 1.947 -0.139 4.098
61 H -5.354 -3.941 -1.774
62 H 3.074 -2.406 0.892
63 H 2.249 0.073 5.113
64 Pd -0.387 0.531 -0.084
65 H -2.238 4.341 1.195
66 H -0.024 2.439 -6.618
67 N -2.016 2.614 0.013
68 N 1.783 -0.232 -1.417
69 H -1.668 2.893 2.045
70 C 0.486 2.009 -5.765
71 C -5.095 -1.816 -1.620
72 C -0.166 1.097 -4.942
73 H 5.320 -0.204 0.680
74 N 0.923 -2.402 0.259
75 H 5.084 -1.889 0.226
76 N -0.654 2.825 -1.783
77 H -2.174 3.170 -3.203
78 H 2.311 3.086 -6.105
79 H 1.521 -5.725 0.349
80 N 1.921 -0.861 2.013
81 H -0.939 -4.987 -0.375

These are the Löwdin partial charges, in e, on atoms 1 to 2:
1. H 0.05
2. C 0.01


Record 6
This record from OMol25 describes a molecular structure, C5H6O4Sr. The level of theory is the ωB97M-V functional and the def2-TZVPD basis.

Output
* multiplicity: 2
* ΔE to the lowest compared entry with this formula, charge and spin: 52.5 kJ/mol
* LUMO level (alpha / beta): -4.3327 / -5.7139 eV
* net charge: +1
* expectation value of S²: 0.7582
* HOMO-LUMO gap (alpha / beta): 7.103 / 5.720 eV

CARTESIAN COORDINATES (ANGSTROEM)
1 C 0.956 1.177 0.767
2 C 1.590 3.396 0.516
3 H 2.396 5.007 -0.020
4 H -0.126 1.334 0.816
5 O 1.702 2.075 0.141
6 H -0.243 -3.594 -2.925
7 Sr -0.629 -2.695 1.416
8 O 2.436 4.062 -0.224
9 C -0.011 -3.407 -1.867
10 H 2.701 -0.022 1.224
11 C 1.606 0.042 1.305
12 C -0.851 -2.762 -1.036
13 O 0.875 3.786 1.388
14 H 0.959 -3.806 -1.541
15 O 0.973 -0.837 1.940
16 H -1.766 -2.387 -1.522

These are the natural (NBO) partial charges, in e, on atoms 1 to 2:
1. C 0.23
2. C 0.98


Number 1: E_tot -3697.38895 hartree, largest force on an atom 2.8 eV/A. Number 2: E_tot -4778.53594 hartree, largest force on an atom 0.1 eV/A. Number 3: E_tot -271.59809 hartree, largest force on an atom 0.4 eV/A. Number 4: E_tot -1088.84989 hartree, largest force on an atom 0.6 eV/A. Number 5: E_tot -2306.37375 hartree, largest force on an atom 0.6 eV/A. Number 6: E_tot -525.47514 hartree, largest force on an atom 0.9 eV/A.